Run a
The following is a DFT calculation (ωB97M-V/def2-TZVPD) of a structure of composition C3H5BrO.

CARTESIAN COORDINATES (ANGSTROEM)
C -2.470 1.082 0.621
C 1.678 -0.188 -0.607
C 0.763 -1.125 0.074
O -3.323 1.038 -0.181
Br -1.013 -0.849 -0.149
H -2.356 1.663 1.513
H 2.711 -0.696 -0.628
H 1.889 0.690 -0.093
H 1.165 0.009 -1.470
H 0.957 -1.623 0.919

Output
* M: 137.0 g mol⁻¹
* orbital gap (spin up / spin down): 7.62 / 8.46 eV
* net charge: 0
* E_LUMO (spin up / spin down): 0.34 / 0.79 eV
* spin multiplicity: 1

Run b
The following is a DFT calculation (ωB97M-V/def2-TZVPD) of a cluster of 2 separate species, C3H5BrO in total.

CARTESIAN COORDINATES (ANGSTROEM)
C 1.167 1.036 0.648
C 0.202 0.641 -0.282
C -0.486 -0.663 -0.350
O -0.208 -1.591 0.545
Br -3.466 -0.052 -0.083
H 1.523 1.944 0.296
H 1.469 0.288 1.371
H -0.021 1.351 -1.151
H -1.192 -0.983 -1.148
H -0.657 -2.404 0.307

Output
* M: 137.0 g mol⁻¹
* orbital gap (spin up / spin down): 6.14 / 6.11 eV
* net charge: 0
* E_LUMO (spin up / spin down): -2.18 / -2.19 eV
* spin multiplicity: 1

Q: Which of them is the most stable? A: run b.

Run a
The following is a DFT calculation (ωB97M-V/def2-TZVPD) of a cluster of 2 separate species, H4N2O in total.

CARTESIAN COORDINATES (ANGSTROEM)
H 0.160 0.476 0.248
H -0.493 -0.198 2.303
H -1.464 -0.715 -1.779
H -1.412 0.489 -2.844
N 0.900 0.235 0.946
N 0.561 -0.013 2.158
O -0.878 -0.201 -2.457

Output
* M: 48.0 g mol⁻¹
* orbital gap: 10.06 eV
* net charge: 0
* structure (SMILES): [H]/N=N\[H].O
* E_LUMO: 0.49 eV
* spin multiplicity: 1

Run b
The following is a DFT calculation (ωB97M-V/def2-TZVPD) of the molecule H4N2O.

CARTESIAN COORDINATES (ANGSTROEM)
N -1.358 0.168 0.069
N 1.051 -0.141 -0.185
O -0.519 -0.751 -0.354
H -1.151 0.650 0.964
H -1.711 0.883 -0.572
H 0.997 -0.708 0.655
H 1.419 -0.763 -0.924

Output
* M: 48.0 g mol⁻¹
* orbital gap: 10.34 eV
* net charge: 0
* structure (SMILES): NON
* E_LUMO: 1.27 eV
* spin multiplicity: 1

Q: Which of them is the most stable? A: run a.

Run a
The following is a DFT calculation (ωB97M-V/def2-TZVPD) of the molecule C4H4Cl2.

CARTESIAN COORDINATES (ANGSTROEM)
C -1.860 -0.833 0.137
C -0.573 -0.154 0.057
C 0.523 0.339 0.053
C 1.874 0.899 -0.039
H -2.058 -1.174 1.092
H -1.900 -1.674 -0.540
H 2.221 1.213 0.932
H 1.976 1.685 -0.771
Cl -3.196 0.162 -0.478
Cl 2.992 -0.464 -0.443

Output
* M: 123.0 g mol⁻¹
* orbital gap: 11.08 eV
* net charge: 0
* structure (SMILES): ClCC#CCCl
* E_LUMO: 0.82 eV
* spin multiplicity: 1

Run b
The following is a DFT calculation (ωB97M-V/def2-TZVPD) of the molecule C4H4Cl2.

CARTESIAN COORDINATES (ANGSTROEM)
C 0.515 0.467 -1.904
C 0.133 0.239 -0.604
C -0.104 0.159 0.546
C -0.370 -0.306 1.923
H 0.373 1.607 -2.319
H 1.402 0.075 -2.263
H -0.298 -0.294 -2.503
H -0.188 0.564 2.670
Cl 0.614 -1.566 2.367
Cl -2.078 -0.946 2.086

Output
* M: 123.0 g mol⁻¹
* orbital gap: 10.76 eV
* net charge: 0
* structure (SMILES): CC#CC(Cl)Cl
* E_LUMO: 0.79 eV
* spin multiplicity: 1

Run c
The following is a DFT calculation (ωB97M-V/def2-TZVPD) of the molecule C4H4Cl2.

CARTESIAN COORDINATES (ANGSTROEM)
C -0.561 -0.968 0.374
C 0.538 -0.978 -0.378
C -0.660 0.520 0.530
C 0.676 0.510 -0.514
Cl -2.100 1.298 -0.112
Cl 2.143 1.248 0.107
H -1.212 -1.735 0.748
H 1.164 -1.757 -0.772
H -0.426 0.934 1.507
H 0.437 0.928 -1.489

Output
* M: 123.0 g mol⁻¹
* orbital gap: 11.16 eV
* net charge: 0
* structure (SMILES): Cl[C@H]1C=C[C@@H]1Cl
* E_LUMO: 0.93 eV
* spin multiplicity: 1

Q: Which of them is the most stable? A: run c.

Run a
The following is a DFT calculation (ωB97M-V/def2-TZVPD) of the molecule C23H30N4O3.

CARTESIAN COORDINATES (ANGSTROEM)
C -6.993 0.131 0.758
H -7.613 -0.533 1.355
H -6.817 1.070 1.287
H -7.475 0.352 -0.196
O -5.768 -0.552 0.547
C -4.860 0.097 -0.200
O -5.058 1.194 -0.667
C -3.607 -0.667 -0.373
C -3.334 -1.825 0.354
C -2.127 -2.474 0.186
C -1.170 -1.978 -0.695
C -1.452 -0.831 -1.428
C -2.662 -0.184 -1.275
H -2.893 0.704 -1.842
H -0.710 -0.433 -2.105
C 0.157 -2.663 -0.852
N 0.828 -2.900 0.423
C 0.837 -1.794 1.372
C 2.175 -1.040 1.438
H 2.005 -0.028 1.809
H 2.875 -1.533 2.115
C 2.775 -1.013 0.031
N 3.904 -0.112 -0.039
C 3.876 1.241 0.025
C 5.190 1.675 -0.006
C 5.938 0.500 -0.104
N 5.154 -0.559 -0.119
H 7.002 0.386 -0.164
H 5.542 2.686 0.028
N 2.733 2.031 0.192
C 1.543 1.967 -0.473
O 1.301 1.148 -1.332
C 0.554 3.015 0.021
H 1.066 3.982 0.019
C -0.717 3.060 -0.845
H -0.732 2.171 -1.477
H -0.739 3.937 -1.489
C -1.888 3.026 0.136
C -1.355 2.156 1.268
H -1.341 1.111 0.953
C 0.070 2.672 1.452
H 0.056 3.577 2.062
H 0.713 1.943 1.946
H -1.944 2.235 2.181
H -2.096 4.030 0.510
H -2.798 2.628 -0.307
H 2.888 2.846 0.768
C 3.166 -2.439 -0.361
C 2.158 -3.442 0.247
H 2.090 -4.330 -0.385
H 2.501 -3.763 1.234
H 4.168 -2.646 0.015
H 3.196 -2.527 -1.447
H 2.019 -0.622 -0.658
H 0.041 -1.096 1.107
H 0.605 -2.202 2.364
H 0.766 -2.083 -1.560
H -0.008 -3.654 -1.295
H -1.902 -3.365 0.752
H -4.068 -2.201 1.049

Output
* M: 410.5 g mol⁻¹
* orbital gap: 8.89 eV
* net charge: 0
* structure (SMILES): COC(=O)c1ccc(CN2CCC(n3nccc3NC(=O)C3CCCC3)CC2)cc1
* E_LUMO: 0.59 eV
* spin multiplicity: 1

Run b
The following is a DFT calculation (ωB97M-V/def2-TZVPD) of the molecule C23H30N4O3.

CARTESIAN COORDINATES (ANGSTROEM)
C -5.751 -1.273 2.539
C -5.057 -0.188 1.726
C -4.265 -0.788 0.559
C -3.582 0.307 -0.239
O -3.979 0.690 -1.317
N -2.489 0.817 0.401
C -1.604 1.795 -0.060
C -1.941 2.709 -1.054
C -0.992 3.618 -1.487
C 0.285 3.623 -0.959
C 0.619 2.719 0.046
C -0.332 1.819 0.502
H -0.078 1.118 1.281
N 1.946 2.666 0.495
C 2.429 1.952 1.557
O 1.743 1.596 2.492
C 3.862 1.466 1.371
N 3.833 0.149 0.739
C 3.182 -0.854 1.566
C 3.265 -2.227 0.896
N 2.622 -2.198 -0.403
C 1.250 -2.438 -0.479
C 0.767 -3.577 0.176
C -0.564 -3.940 0.166
C -1.476 -3.169 -0.527
C -1.031 -2.055 -1.217
C 0.305 -1.678 -1.211
O 0.738 -0.566 -1.900
C -0.119 0.022 -2.849
H -0.980 0.510 -2.384
H -0.466 -0.712 -3.582
H 0.484 0.779 -3.350
H -1.750 -1.461 -1.758
H -2.522 -3.433 -0.554
H -0.881 -4.829 0.689
H 1.471 -4.213 0.689
C 3.307 -1.230 -1.227
C 3.283 0.172 -0.609
H 3.897 0.846 -1.215
H 2.242 0.520 -0.635
H 2.866 -1.201 -2.220
H 4.347 -1.567 -1.313
H 2.801 -2.963 1.549
H 4.314 -2.499 0.747
H 3.692 -0.879 2.532
H 2.119 -0.625 1.746
H 4.452 2.139 0.743
H 4.344 1.360 2.345
H 2.620 3.076 -0.136
H 1.026 4.319 -1.324
H -1.252 4.326 -2.260
H -2.926 2.692 -1.489
H -2.184 0.337 1.237
H -3.521 -1.494 0.936
H -4.946 -1.317 -0.108
H -4.386 0.381 2.375
H -5.801 0.506 1.329
H -6.442 -1.834 1.915
H -5.022 -1.966 2.953
H -6.310 -0.832 3.361

Output
* M: 410.5 g mol⁻¹
* orbital gap: 8.13 eV
* net charge: 0
* structure (SMILES): CCCC(=O)Nc1cccc(NC(=O)CN2CCN(c3ccccc3OC)CC2)c1
* E_LUMO: 0.66 eV
* spin multiplicity: 1

Q: Which of them is the most stable? A: run a.